Record 1
92
Properties=species:S:1:pos:R:3:forces:R:3 method="wB97M-V/def2-TZVPD" total_charge=-1 e_homo_ha=-0.1078
C 2.45936 0.81735 4.26381 -0.05 -0.02 -0.05
C 2.95164 -0.61861 4.02743 0.16 0.05 -0.03
O 2.69550 -1.09371 2.74239 -0.03 0.02 -0.05
C 3.56515 -0.52959 1.58546 0.02 0.17 0.19
N 2.86423 -0.03834 0.52585 0.12 -0.01 0.05
C 2.38948 1.28822 0.72620 -0.02 0.14 0.01
C 2.12145 1.98906 -0.61565 0.11 0.00 0.03
C 3.24430 1.79494 -1.64483 0.09 0.12 -0.06
C 4.69095 2.01888 -1.14501 -0.04 -0.01 0.18
C 5.47228 3.18951 -1.75053 -0.06 0.05 -0.10
O 5.43711 4.41808 -1.02810 -0.01 -0.13 0.04
C 4.13629 4.89765 -0.79599 -0.11 0.03 -0.16
H 3.21141 1.56208 3.99554 -0.03 -0.04 -0.05
H 2.17169 0.98142 5.30770 0.06 -0.02 -0.03
H 1.58610 0.99188 3.62937 -0.01 -0.01 0.09
H 2.43652 -1.29544 4.72279 0.01 0.04 -0.03
H 4.02960 -0.68469 4.26818 -0.08 0.02 0.03
H 4.17068 -1.40720 1.32621 -0.07 0.03 -0.04
H 4.20909 0.21878 2.12428 -0.07 -0.09 -0.11
H 3.10253 1.90724 1.33023 -0.02 -0.04 -0.10
H 1.43387 1.37068 1.30144 0.14 0.03 0.01
H 1.19659 1.57885 -1.03928 0.05 -0.01 -0.04
H 1.93272 3.05651 -0.44863 -0.05 -0.04 0.05
H 3.16540 0.77126 -2.01019 0.03 0.01 0.04
H 3.06739 2.45691 -2.50555 -0.06 -0.07 0.03
H 4.70718 2.11813 -0.05563 0.02 0.00 -0.05
H 5.26703 1.11167 -1.34338 -0.04 0.03 -0.02
H 6.53656 2.94887 -1.79634 -0.05 -0.02 -0.01
H 5.12618 3.37846 -2.78245 0.02 -0.03 0.08
H 4.22956 5.91914 -0.42316 -0.02 -0.06 0.01
H 3.54391 4.90784 -1.72450 0.05 0.04 0.06
H 3.59370 4.29233 -0.06451 0.07 0.01 0.03
C -0.42037 -0.99537 1.53393 -0.08 0.01 0.02
C -0.20490 -1.96969 2.68232 0.04 -0.01 0.14
C -1.17692 -3.14603 2.73587 -0.04 0.06 -0.17
C -2.64579 -2.72695 2.82755 -0.01 0.01 -0.03
C -2.97914 -1.80292 3.99741 0.00 0.01 0.00
C -2.72803 -2.43818 5.35994 0.01 -0.01 0.01
H -1.40464 -0.51463 1.56188 0.00 -0.01 0.04
H 0.34849 -0.22354 1.56794 -0.03 -0.11 -0.07
H -0.32024 -1.50104 0.57137 -0.01 0.00 0.00
H -0.25197 -1.41809 3.62901 0.03 -0.01 0.01
H 0.82309 -2.32432 2.61310 -0.04 -0.05 0.04
H -0.90699 -3.80457 3.56728 -0.04 0.01 0.03
H -1.05930 -3.74541 1.82554 0.03 -0.02 0.02
H -3.28799 -3.61396 2.88226 0.03 -0.02 0.00
H -2.90552 -2.21718 1.89668 -0.06 -0.04 0.00
H -4.02948 -1.50289 3.92378 0.00 -0.01 0.01
H -2.39341 -0.88329 3.91365 -0.01 0.00 -0.01
H -3.31077 -3.35634 5.47482 0.01 0.00 0.00
H -3.00205 -1.76319 6.17281 -0.01 0.00 0.00
H -1.67557 -2.69661 5.48702 0.00 0.01 0.00
C -0.93057 -2.03941 -5.84624 -0.02 -0.01 0.00
C 0.47654 -2.24309 -5.29680 0.02 0.02 0.02
C 0.60916 -3.47130 -4.39736 0.00 -0.02 -0.01
C -0.27835 -3.44848 -3.15060 -0.01 0.00 -0.01
C -0.08620 -2.22588 -2.25237 0.05 -0.03 0.00
C 1.32753 -2.08069 -1.69896 -0.09 0.04 -0.07
H -1.65254 -1.87914 -5.04382 0.01 0.01 0.00
H -0.97812 -1.17299 -6.50820 0.01 0.00 0.00
H -1.25811 -2.91415 -6.41490 0.00 0.00 0.01
H 0.78442 -1.35145 -4.74424 0.01 -0.01 0.00
H 1.18018 -2.33950 -6.12887 -0.01 0.00 -0.01
H 1.65413 -3.57275 -4.09449 0.00 0.00 0.01
H 0.37167 -4.36731 -4.98271 0.00 0.00 -0.01
H -0.07037 -4.35041 -2.56509 0.00 0.01 0.00
H -1.32954 -3.51890 -3.44878 0.00 -0.01 -0.01
H -0.79667 -2.29930 -1.42373 0.00 0.01 0.00
H -0.36303 -1.31841 -2.80021 -0.01 0.01 0.00
H 1.61406 -2.96166 -1.11818 0.00 -0.03 -0.01
H 1.44394 -1.22247 -1.03464 0.07 -0.02 0.06
H 2.06092 -1.95972 -2.49999 0.01 -0.01 -0.02
C -4.24329 3.63710 -2.18874 0.02 0.00 -0.01
C -4.96038 3.16639 -0.92872 -0.02 -0.02 0.00
C -4.01898 2.90663 0.24702 0.01 0.01 0.00
C -2.96038 1.83093 -0.00444 0.01 0.00 0.01
C -3.51597 0.46881 -0.41623 0.02 -0.01 -0.02
C -4.43574 -0.15359 0.62869 0.03 0.01 -0.01
H -3.53906 2.88747 -2.55240 -0.01 0.00 0.00
H -4.94895 3.84445 -2.99502 -0.01 0.01 0.01
H -3.67721 4.55154 -1.99511 0.01 -0.01 0.00
H -5.52955 2.25889 -1.15220 0.00 0.00 0.01
H -5.69736 3.91734 -0.62908 0.00 0.00 -0.01
H -4.61470 2.63614 1.12357 0.00 -0.01 0.00
H -3.50960 3.84081 0.50602 -0.01 0.00 0.00
H -2.36632 1.70635 0.90610 0.01 0.00 -0.01
H -2.25803 2.17426 -0.76832 0.00 0.01 0.00
H -2.67155 -0.20241 -0.59351 -0.01 -0.01 0.00
H -4.04398 0.54910 -1.37204 0.00 0.01 0.00
H -3.91241 -0.24858 1.58291 -0.04 0.02 0.02
H -4.75524 -1.15188 0.32463 0.00 -0.01 0.02
H -5.33432 0.44329 0.79976 0.01 0.02 -0.03

Record 2
77
Properties=species:S:1:pos:R:3:forces:R:3 method="wB97M-V/def2-TZVPD" s_squared=8.84 multiplicity=6 total_charge=+2 de_lowest_kcal_mol=41.5 e_homo_ha="-0.4562 / -0.5354"
Ir -0.36594 -0.21704 -0.31907 -0.04 0.01 -0.20
O 0.38769 -2.21260 5.28772 -0.19 -0.16 0.21
C -0.78907 -2.38913 5.00491 0.00 -0.06 0.12
O -1.54372 -3.07494 5.82287 0.04 0.05 -0.08
C -1.43176 -1.86977 3.79704 0.06 -0.06 0.03
C -2.75945 -1.96471 3.42282 0.00 -0.06 -0.02
Cl -3.97536 -2.80476 4.23276 -0.02 0.00 0.00
N -2.89579 -1.31374 2.24214 -0.02 -0.03 -0.10
N -1.69867 -0.85481 1.81899 0.07 0.27 0.14
C -0.81231 -1.17224 2.74236 -0.04 -0.03 0.00
C 0.60098 -0.75480 2.52516 0.02 -0.07 0.00
O 1.45636 -0.91616 3.46366 0.11 0.16 -0.31
O 0.93568 -0.22895 1.45348 -0.08 0.06 0.06
C -4.03841 -1.05661 1.43417 0.01 -0.04 0.05
C -3.72979 -0.79771 -0.00516 -0.01 0.00 -0.04
C -4.96676 -0.51453 -0.80242 0.01 -0.01 -0.02
C -6.20409 -0.50462 -0.26184 0.00 0.00 0.03
C -6.39519 -0.73076 1.12509 -0.01 0.01 -0.03
C -5.29410 -0.98161 1.95527 0.02 0.04 0.02
H 1.08310 -1.42624 4.26855 0.04 0.04 0.01
H -3.07912 0.08950 -0.04652 -0.02 -0.01 0.00
H -4.83227 -0.31467 -1.86035 0.00 -0.01 0.00
H -7.06457 -0.30450 -0.88644 0.00 0.00 0.00
H -7.38743 -0.69343 1.54956 0.00 0.00 0.00
H -5.45944 -1.10201 3.01482 0.00 0.01 -0.01
N -0.25050 1.98220 0.55788 -0.01 -0.05 0.05
C -0.62251 3.10835 -0.31449 0.03 -0.01 -0.03
C -1.88467 2.74468 -1.06240 -0.02 -0.01 0.03
N -1.64631 1.47469 -1.76044 0.09 -0.02 -0.04
H -0.81637 1.98532 1.40254 -0.01 0.01 -0.01
H 0.71308 2.06645 0.86846 0.00 0.01 0.01
H 0.19078 3.26089 -1.02619 0.00 0.01 0.01
H -0.75174 4.03640 0.24368 -0.01 0.00 0.01
H -2.17484 3.55260 -1.73692 0.01 0.00 -0.01
H -2.70564 2.59350 -0.35676 -0.01 0.01 -0.01
H -0.99731 1.60444 -2.53451 -0.01 0.02 0.01
H -2.50730 1.11335 -2.15543 0.00 -0.01 0.01
O -7.48425 -4.01313 0.44958 0.00 -0.03 0.02
C -6.71570 -4.90802 -0.30888 0.00 0.02 0.02
N -5.73615 -4.21905 -1.13741 0.03 -0.03 -0.01
C -4.64042 -3.69016 -0.55907 0.00 0.06 0.04
O -4.36837 -3.82334 0.62731 -0.01 0.01 -0.02
C -3.70226 -2.90864 -1.42695 0.01 -0.02 -0.01
C -3.53175 -3.11073 -2.76304 -0.01 0.02 0.00
C -2.53954 -2.39437 -3.44829 0.00 0.00 0.01
C -1.68063 -1.53798 -2.72336 -0.02 0.01 -0.02
N -1.78966 -1.31795 -1.44561 0.02 -0.04 0.05
C -2.86048 -1.93564 -0.66965 -0.01 -0.02 0.03
H -7.03480 -3.86707 1.28850 0.02 0.02 -0.01
H -7.38433 -5.45394 -0.96841 -0.02 0.03 -0.02
H -6.17352 -5.60783 0.32436 -0.01 -0.03 -0.02
H -6.03929 -3.85449 -2.02586 0.01 -0.03 -0.02
H -4.12470 -3.84507 -3.29334 0.00 0.00 0.00
H -2.37132 -2.53324 -4.50584 -0.01 0.00 0.00
H -0.84726 -1.05168 -3.22334 0.00 -0.01 0.00
H -2.37964 -2.50023 0.13432 -0.01 0.00 0.02
F -0.03846 -2.95766 0.34764 0.03 0.03 -0.01
C 0.51989 -2.04630 -0.51254 0.08 -0.09 0.03
F 1.83204 -1.97235 -0.20890 -0.02 0.00 0.00
H 0.43751 -2.43823 -1.52728 0.00 0.02 0.00
C 3.60273 0.55732 -2.74215 0.01 0.01 0.02
S 2.09606 1.30922 -2.15350 0.10 -0.07 0.08
O 1.11340 0.13686 -2.08718 -0.18 0.07 -0.08
C 1.61929 2.25839 -3.57446 -0.01 -0.02 -0.01
C 1.62318 3.64224 -3.46800 0.04 0.01 -0.01
C 1.23846 4.40400 -4.56420 0.01 0.00 0.00
C 0.84658 3.77692 -5.73722 0.00 0.00 0.00
C 0.84028 2.38781 -5.83006 0.00 0.00 0.00
C 1.23017 1.61856 -4.74726 -0.03 0.01 0.01
H 3.40810 0.05733 -3.68900 0.00 -0.01 0.01
H 3.91396 -0.15648 -1.98130 0.01 0.01 0.01
H 4.35269 1.33885 -2.86024 -0.01 0.00 -0.01
H 1.94588 4.12277 -2.55153 -0.01 0.00 0.00
H 1.25067 5.48351 -4.50155 0.00 0.00 0.00
H 0.54981 4.37185 -6.59055 0.00 0.00 0.00
H 0.54381 1.90905 -6.75363 0.00 0.00 0.00
H 1.23586 0.53688 -4.80858 0.00 0.00 0.00

Record 3
12
Properties=species:S:1:pos:R:3:forces:R:3 method="wB97M-V/def2-TZVPD" de_lowest_kcal_mol=78.6 e_homo_ha=-0.3677
C -1.40791 1.37684 -1.02797 -1.07 1.76 0.64
C 1.26505 -1.28983 0.56442 -0.45 -0.70 -2.68
N -0.38943 0.64359 -0.65051 5.40 -2.38 -4.02
O -2.02553 2.01963 -0.18939 -0.23 -0.31 -0.10
Si -0.11259 0.01370 0.91160 0.06 -2.67 -0.75
H -1.67219 1.42106 -2.05699 -0.14 -0.07 -1.24
H 0.90755 -2.13308 -0.17764 0.42 1.73 1.19
H 2.04482 -0.68473 -0.04645 -0.95 -0.98 1.14
H 1.75013 -1.87925 1.33801 0.05 0.52 0.37
H 0.68232 0.10506 -1.70599 -3.83 1.84 3.25
H 0.46105 0.80131 1.88435 0.63 1.63 1.53
H -1.50326 -0.39430 1.15655 0.10 -0.36 0.67

Record 4
47
Properties=species:S:1:pos:R:3:forces:R:3 method="wB97M-V/def2-TZVPD" total_charge=-1 de_lowest_kcal_mol=0.0 e_homo_ha=-0.1636
C 0.75698 -2.67340 0.23658 -0.01 -0.05 -0.26
C 1.70898 -1.64561 0.82644 0.00 -0.13 0.77
O 1.52664 -1.46539 2.23539 -0.44 -0.12 0.07
C -0.73728 -2.39266 0.44229 0.05 0.22 0.07
N -1.18278 -1.04761 0.04697 0.43 0.18 -0.33
C -0.71274 -0.60403 -1.29330 -0.54 -0.15 0.96
C -1.21639 0.80293 -1.55980 0.39 0.07 -0.94
S -0.32893 1.55770 -2.98965 0.00 0.03 0.24
H 1.01409 -2.78531 -0.82436 -0.17 0.08 0.04
H 0.96640 -3.64884 0.69184 -0.05 0.12 0.03
H 2.73568 -2.01015 0.77754 0.00 0.09 -0.51
H 1.63064 -0.68002 0.32075 0.09 -0.08 -0.03
H 0.81603 -0.81404 2.38336 0.07 0.10 -0.11
H -1.32095 -3.15981 -0.07706 0.04 -0.15 0.00
H -0.92379 -2.48233 1.51441 -0.18 -0.13 0.01
H -2.19831 -0.99201 0.05528 -0.01 -0.17 0.08
H -1.06202 -1.31096 -2.05759 0.17 0.16 -0.19
H 0.37567 -0.60892 -1.26746 -0.04 0.05 -0.20
H -2.27379 0.78396 -1.83084 -0.09 -0.02 0.31
H -1.06405 1.43031 -0.68155 -0.20 -0.15 0.12
H -4.75322 0.35737 0.38791 0.01 -0.39 -0.02
H -5.32986 -0.49349 -0.73692 0.09 -0.17 0.23
O -4.97470 -0.57949 0.15831 -0.01 0.39 -0.29
H 2.54920 0.12754 -2.89168 0.01 0.29 0.10
H 2.13290 1.55956 -2.53753 -0.22 -0.31 -0.08
O 2.87747 0.93396 -2.43162 0.16 0.07 0.04
H -3.73200 1.98651 1.57289 -0.14 -0.14 -0.15
H -3.64200 2.37692 0.10367 -0.03 -0.02 -0.20
O -4.25569 1.98649 0.73291 0.19 0.28 0.27
H 1.61308 -0.57845 -4.78745 0.03 0.07 -0.25
H 0.71330 -0.36815 -3.58000 0.15 0.21 -0.12
O 1.49166 -0.90045 -3.89348 -0.22 -0.31 0.24
H 0.22021 1.35277 1.62793 -0.40 -0.17 -0.02
H -0.73504 0.13151 1.27964 0.29 -0.01 0.01
O -0.35093 0.65771 2.04267 -0.03 0.01 0.00
H 1.87610 2.08501 0.52026 -0.42 0.33 -0.23
H 0.63458 2.59328 -0.31548 0.40 -0.15 0.49
O 0.99241 2.52464 0.59578 0.16 -0.07 -0.42
H 3.11905 -0.65593 2.62807 0.43 0.27 0.01
H 3.75905 0.33182 1.65514 0.18 -0.37 0.52
O 3.94645 -0.14481 2.49252 -0.36 0.04 -0.29
H -1.77789 1.39526 2.59040 -0.20 0.42 -0.01
H -2.92377 1.15681 3.54906 -0.25 0.11 0.10
O -2.64097 1.80423 2.89588 0.50 -0.47 0.10
H 3.17159 1.00490 -0.81581 0.21 -0.03 -0.12
H 4.11817 1.86178 0.08026 0.13 0.11 -0.08
O 3.39076 1.23891 0.12744 -0.16 0.06 0.02

E_tot
In order: -1271.13438 -3102.55791 -499.79259 -1413.98177
Unit: hartree